Here is the molecule C2H5NOS2 from OMol25. Energies are from ωB97M-V with the def2-TZVPD basis set.

Each line ends with the natural charge from an NBO analysis.
Geometry (Å):
C1 1.5446 -0.9583 0.5824  -0.062
C2 -1.4186 0.9048 0.3373  -0.808
N1 0.5338 -1.4446 -0.0374  -0.640
O1 0.8888 0.4374 -1.7511  -0.925
S1 -1.9430 -0.4827 -0.6045  0.031
S2 0.1254 -0.7651 -1.5392  1.325
H1 1.8614 -1.3700 1.5684  0.199
H2 2.0904 -0.1574 0.0931  0.184
H3 -1.8803 1.1637 1.2903  0.244
H4 -1.5029 1.8013 -0.2477  0.223
H5 -0.2995 0.8709 0.3083  0.230

Atoms 1-6, force components in eV/Å:
-0.70 -0.42 -0.48
1.66 1.54 -0.47
1.15 -0.53 0.81
0.32 1.41 -0.08
0.48 -0.31 -0.98
-1.70 -1.85 0.90

The relative energy (zero: lowest compared OMol25 entry of this formula, charge and spin) is 196.9 kJ/mol. The LUMO energy is -0.30 eV. Its HOMO energy is -9.0 eV.

***

Here is a 18-piece molecular cluster, H35O18 overall from OMol25. Energies are from ωB97M-V with the def2-TZVPD basis set.

Each line ends with the natural charge from an NBO analysis.
Geometry (Å):
O1 2.3205 -1.5008 5.4185  -0.966
H1 2.3147 -2.2063 4.7690  0.476
H2 1.7850 -3.0491 -0.2845  0.483
O2 3.0627 4.9398 2.1486  -0.962
H3 3.1067 4.1140 1.6299  0.490
O3 -1.9035 0.8999 0.7697  -0.989
H4 -2.1041 -0.0450 0.6443  0.513
H5 -2.4452 1.1313 1.5337  0.479
O4 -0.7107 -1.4765 -0.2166  -1.289
H6 0.0659 -0.2815 -0.2742  0.493
H7 -1.2855 -1.5647 -0.9952  0.414
O5 -1.4213 2.6084 2.3759  -0.987
H8 -0.8219 3.3357 2.1819  0.451
H9 -0.9372 1.8452 1.9928  0.499
O6 -3.6961 1.1571 -1.3160  -1.043
H10 -3.2190 1.2635 -2.1649  0.490
H11 -2.9879 1.2803 -0.6568  0.483
O7 0.5207 0.5691 -3.6928  -1.046
H12 0.6912 -0.1165 -2.9725  0.504
H13 0.9392 1.3477 -3.2956  0.469
O8 2.8554 1.3546 -1.7615  -0.972
H14 -1.1328 1.1953 -3.2590  0.498
H15 1.4989 2.4996 1.3495  0.468
O9 -0.8294 -3.7496 2.9523  -0.955
H16 -1.4445 -4.4588 2.7156  0.445
H17 -0.7146 -3.4719 2.0093  0.481
O10 -3.1047 -2.6552 -4.2326  -1.102
H18 -3.1127 -1.6827 -4.2354  0.426
H19 -2.5303 -2.7953 -3.3969  0.372
O11 -5.7976 -1.6086 -2.2162  -0.984
H20 -4.9326 -1.6481 -2.6587  0.476
H21 -5.8578 -0.7071 -1.8826  0.473
O12 1.1477 -1.4285 -2.1676  -1.083
H22 0.9457 -2.3126 -2.5027  0.447
H23 0.4248 -1.2656 -1.4620  0.492
O13 2.3863 2.1374 1.2188  -0.992
H24 2.4330 4.5501 2.7788  0.456
H25 2.1560 1.5931 0.4265  0.526
O14 1.0955 -3.3868 0.2917  -1.069
H26 2.7725 0.8125 -0.9701  0.486
H27 0.3246 -2.7890 0.4027  0.509
O15 0.6723 0.6385 -0.3107  -1.098
H28 2.7542 -0.7125 5.0671  0.480
H29 0.0178 1.2647 -0.6483  0.462
O16 -1.9999 1.6087 -3.4707  -1.047
H30 3.3126 0.7787 -2.3823  0.467
H31 -2.0871 1.4489 -4.4165  0.453
O17 2.5816 1.2473 3.6493  -0.995
H32 2.7444 1.5588 2.7199  0.504
H33 3.4456 1.0412 4.0161  0.440
O18 2.8328 -1.2381 0.7144  -0.968
H34 1.8755 -1.3866 0.8297  0.486
H35 3.0322 -2.0207 1.2538  0.457

Atoms 1-6, force components in eV/Å:
0.15 0.06 0.84
0.06 0.33 -0.39
-0.58 0.61 -0.26
-0.70 -1.26 0.18
0.61 0.35 -0.61
-0.91 -0.92 0.18

Its multiplicity is 2. The relative energy (zero: lowest compared OMol25 entry of this formula, charge and spin) is 18.4 kJ/mol. As for the total charge: -2. The LUMO energy (alpha / beta) is 4.47 / 4.38 eV. Its HOMO energy (alpha / beta) is 2.5 / -4.3 eV.

***

Here is a 2-piece molecular cluster, C11H17NOS overall from OMol25. Energies are from ωB97M-V with the def2-TZVPD basis set.

Each line ends with the natural charge from an NBO analysis.
Geometry (Å):
C1 -3.4458 0.7229 0.9894  -0.739
S1 -2.0000 1.1436 2.0117  0.191
C2 -0.8355 1.7324 0.8059  -0.044
C3 -0.0288 2.8057 1.1587  -0.312
C4 0.9427 3.2346 0.2729  -0.175
C5 1.1172 2.5997 -0.9418  -0.283
C6 0.3061 1.5206 -1.2953  0.193
N1 0.4389 0.9100 -2.5274  -0.800
C7 -0.6814 1.0953 -0.4109  -0.325
H1 -4.2827 0.6421 1.6752  0.230
H2 -3.6178 1.5240 0.2789  0.224
H3 -3.2837 -0.2260 0.4879  0.235
H4 -0.1659 3.2839 2.1157  0.220
H5 1.5732 4.0712 0.5360  0.213
H6 1.8858 2.9311 -1.6247  0.206
H7 1.3394 1.0014 -2.9683  0.379
H8 0.0390 -0.0130 -2.5991  0.380
H9 -1.2948 0.2469 -0.6699  0.227
C8 1.2490 -0.9158 1.2135  -0.403
C9 0.9272 -1.9961 0.5211  -0.015
C10 1.9225 -2.7176 -0.3375  -0.637
C11 -0.4438 -2.6376 0.5639  -0.091
O1 -1.5189 -1.7706 0.8158  -0.735
H10 2.2382 -0.4925 1.1646  0.200
H11 0.5563 -0.3935 1.8501  0.192
H12 1.5545 -2.8203 -1.3568  0.207
H13 2.0966 -3.7203 0.0508  0.216
H14 2.8701 -2.1852 -0.3590  0.218
H15 -0.6615 -3.0948 -0.4069  0.177
H16 -0.4247 -3.4471 1.3134  0.172
H17 -1.3464 -1.2737 1.6272  0.479

Atoms 1-6, force components in eV/Å:
0.46 0.00 0.14
-0.17 0.17 0.04
-0.27 -0.12 0.14
-0.06 -0.03 0.14
0.09 -0.07 0.01
0.02 -0.08 -0.07

The SMILES is CSc1cccc(N)c1.C=C(C)CO. The relative energy (zero: lowest compared OMol25 entry of this formula, charge and spin) is 55.6 kJ/mol. The LUMO energy is 0.79 eV. Its HOMO energy is -7.9 eV.

***

Here is a 5-piece molecular cluster, C24H60BrN4O18P5 overall from OMol25. Energies are from ωB97M-V with the def2-TZVPD basis set.

Each line ends with the Löwdin charge.
Geometry (Å):
C1 5.7285 4.9850 2.0547  0.028
C2 5.8517 3.5168 2.3932  -0.487
O1 6.7196 3.1608 3.1742  0.084
N1 4.9270 2.5455 1.8705  -0.051
C3 3.8048 2.4775 2.8508  -0.007
C4 4.4675 2.8024 0.5128  -0.227
C5 5.5992 2.7621 -0.5857  -0.285
C6 6.9813 2.4214 -0.0400  -0.183
N2 8.0149 2.1996 -1.0667  0.030
C7 5.4974 4.0895 -1.3415  -0.190
C8 6.4471 4.3698 -2.4947  -0.724
C9 6.2908 5.8244 -2.9398  -0.144
Br1 6.0666 3.2256 -4.0201  0.783
C10 5.0635 1.5776 -1.4214  -0.431
O2 5.6785 0.6140 -1.8166  0.118
N3 3.6343 1.6646 -1.4463  0.052
C11 3.3084 1.8516 0.0152  -0.518
C12 3.2971 0.4455 0.5849  -0.048
P1 1.6334 2.6189 -0.0491  0.771
N4 0.4780 1.5664 -0.0370  -0.259
H1 4.7895 5.2754 1.6027  0.080
H2 5.9376 5.5417 2.9576  0.085
H3 6.5214 5.2218 1.3491  0.085
H4 3.4539 1.4640 2.9616  0.076
H5 4.1706 2.7915 3.8204  0.080
H6 3.0062 3.1530 2.5609  0.074
H7 4.0238 3.8040 0.4260  0.110
H8 7.3128 3.2596 0.5758  0.100
H9 6.9232 1.5738 0.6329  0.129
H10 8.4420 1.3057 -0.8825  0.073
H11 7.6026 2.0883 -1.9813  0.016
H12 5.6272 4.9129 -0.6446  0.108
H13 4.4899 4.1942 -1.7390  0.113
H14 7.4715 4.2419 -2.1715  0.083
H15 5.2343 6.0683 -3.0101  0.078
H16 6.7830 6.0100 -3.8825  0.064
H17 6.7054 6.4518 -2.1543  0.082
H18 3.2530 2.3414 -2.0874  0.089
H19 2.8022 0.4244 1.5506  0.064
H20 4.3036 0.0652 0.7149  0.099
H21 2.7129 -0.1917 -0.0631  0.071
H22 1.6470 3.4142 -1.2159  0.020
H23 1.6020 3.5662 0.9979  -0.001
H24 -0.0518 1.6346 -0.8958  -0.035
C13 -1.5554 -2.7390 -0.9858  -0.084
O3 -1.6514 -1.5773 -1.8206  -0.205
P2 -0.5330 -1.2814 -2.8961  0.312
O4 -0.7089 -0.0068 -3.5854  -0.231
O5 -0.5077 -2.5654 -3.8347  -0.231
C14 -1.7007 -2.8666 -4.5838  -0.081
O6 0.8062 -1.4535 -2.0732  -0.225
C15 2.0627 -1.3867 -2.7668  -0.083
H25 -2.5412 -3.1965 -0.9369  0.090
H26 -0.8463 -3.4638 -1.3832  0.085
H27 -1.2408 -2.4327 0.0100  0.090
H28 -2.3675 -2.0066 -4.6364  0.087
H29 -2.2226 -3.6954 -4.1127  0.063
H30 -1.4064 -3.1509 -5.5912  0.089
H31 1.9810 -1.7918 -3.7752  0.085
H32 2.7757 -1.9830 -2.2030  0.090
H33 2.4069 -0.3542 -2.8050  0.071
C16 -6.6110 -5.9480 -7.0488  -0.088
O7 -5.5193 -5.6736 -6.1603  -0.201
P3 -5.7409 -4.7412 -4.9023  0.327
O8 -4.5192 -4.4636 -4.1586  -0.208
O9 -6.9036 -5.4289 -4.0620  -0.229
C17 -6.6450 -6.7220 -3.4870  -0.069
O10 -6.4872 -3.4912 -5.5183  -0.212
C18 -6.9748 -2.4772 -4.6236  -0.075
H34 -6.5874 -7.0086 -7.2893  0.090
H35 -7.5715 -5.7057 -6.5960  0.085
H36 -6.4836 -5.3652 -7.9587  0.091
H37 -5.5777 -6.9368 -3.4464  0.090
H38 -7.1470 -7.4803 -4.0882  0.088
H39 -7.0477 -6.7297 -2.4767  0.078
H40 -7.3008 -2.9081 -3.6778  0.084
H41 -7.8224 -1.9994 -5.1074  0.088
H42 -6.1933 -1.7415 -4.4423  0.092
C19 -10.4403 -9.1983 0.6644  -0.087
O11 -9.1566 -8.5784 0.5003  -0.204
P4 -9.0087 -7.0123 0.6621  0.318
O12 -7.6782 -6.5099 0.3472  -0.214
O13 -9.5209 -6.6929 2.1367  -0.230
C20 -8.7728 -7.2341 3.2356  -0.082
O14 -10.1953 -6.4558 -0.2220  -0.214
C21 -10.4687 -5.0447 -0.1928  -0.075
H43 -10.3021 -10.1005 1.2563  0.090
H44 -11.1447 -8.5416 1.1729  0.085
H45 -10.8351 -9.4621 -0.3144  0.091
H46 -7.7742 -7.5426 2.9275  0.089
H47 -9.3100 -8.0895 3.6445  0.088
H48 -8.6876 -6.4636 3.9970  0.090
H49 -10.2664 -4.6223 0.7904  0.086
H50 -11.5221 -4.9145 -0.4248  0.089
H51 -9.8622 -4.5391 -0.9422  0.089
C22 4.3215 8.5921 6.5617  -0.087
O15 3.3472 7.6468 6.0967  -0.204
P5 3.5804 6.0988 6.3200  0.318
O16 2.5674 5.2566 5.6976  -0.218
O17 3.7381 5.9155 7.8950  -0.230
C23 2.6011 6.2114 8.7191  -0.082
O18 5.0647 5.8919 5.8207  -0.217
C24 5.6769 4.6037 6.0196  -0.065
H52 3.7895 9.4172 7.0302  0.090
H53 5.0024 8.1482 7.2866  0.086
H54 4.8910 8.9624 5.7119  0.090
H55 1.6794 6.2330 8.1382  0.089
H56 2.7524 7.1772 9.2007  0.088
H57 2.5247 5.4377 9.4782  0.089
H58 5.3495 4.1431 6.9507  0.090
H59 6.7519 4.7530 6.0543  0.097
H60 5.4358 3.9555 5.1834  0.053

Atoms 1-6, force components in eV/Å:
0.23 -0.29 -0.30
1.04 -0.58 0.84
-1.11 0.30 -0.69
-0.26 0.37 0.17
0.63 0.02 -0.10
-0.39 0.34 -0.03

The SMILES is CC(=O)N(C)[C@H]1[C@](CN)(C[C@H](C)Br)C(=O)N[C@]1(C)[PH2]=N.COP(=O)(OC)OC.COP(=O)(OC)OC.COP(=O)(OC)OC.COP(=O)(OC)OC. The LUMO energy is 0.56 eV. Its HOMO energy is -8.6 eV.